# 1
{
  "formula": "C2HClNOS2",
  "method": "ωB97M-V with the def2-TZVPD basis set",
  "species": ["O", "C", "Cl", "N", "C", "S", "S", "H"],
  "xyz": [[4.19, -0.53, -1.71], [3.45, -0.20, -0.85], [4.16, -0.29, 0.87], [2.30, 0.52, -0.90], [1.24, 0.84, -0.27], [0.36, 2.24, -0.27], [0.45, -0.55, 0.55], [-0.22, -0.02, 1.49]],
  "nbo_charge": [-0.581, 0.708, -0.251, -0.634, 0.013, -0.291, -0.074, 0.109],
  "charge": -1,
  "smiles": "[O-]/C(Cl)=N/C(=S)S",
  "relative_energy_kcal_mol": 5.4,
  "e_lumo_ha": 0.11932,
  "max_force_ev_per_a": 3.27
}

***

# 2
{
  "formula": "C3H5LiO4Rb",
  "method": "ωB97M-V with the def2-TZVPD basis set",
  "species": ["Rb", "O", "C", "H", "H", "C", "O", "C", "O", "O", "Li", "H", "H", "H"],
  "xyz": [[2.77, -0.26, 0.75], [2.82, 4.42, -0.82], [2.82, 3.10, -0.91], [3.55, 2.50, -0.34], [2.44, 2.59, -1.81], [-0.58, 0.13, 0.58], [-0.97, -1.30, 0.29], [-2.21, -1.71, 0.26], [-3.22, -1.07, 0.40], [-2.17, -3.05, 0.11], [0.03, -3.00, 0.05], [-1.08, 0.71, -0.22], [-1.13, 0.38, 1.50], [-3.05, -3.44, 0.17]],
  "lowdin_spin": [0.432, 0.001, 0.005, 0.006, 0.002, 0.036, 0.054, 0.011, 0.003, 0.030, 0.414, 0.002, 0.002, 0.001],
  "relative_energy_kcal_mol": 96.3,
  "multiplicity": 2,
  "e_lumo_ha": [-0.02327, -0.02352],
  "max_force_ev_per_a": 7.59
}

***

# 3
{
  "formula": "C23H28ClN5O3S2",
  "method": "ωB97M-V with the def2-TZVPD basis set",
  "species": ["C", "C", "H", "H", "C", "C", "N", "N", "C", "N", "C", "C", "C", "C", "C", "C", "C", "H", "H", "H", "H", "H", "H", "H", "S", "C", "C", "O", "N", "C", "C", "C", "C", "C", "C", "Cl", "H", "H", "S", "O", "O", "C", "H", "H", "H", "H", "H", "H", "H", "N", "C", "H", "H", "H", "C", "H", "H", "H", "H", "H", "H", "H"],
  "xyz": [[2.51, 3.48, 3.20], [2.48, 3.48, 1.65], [2.93, 2.58, 1.23], [3.03, 4.23, 1.18], [1.25, 3.34, 1.19], [0.38, 1.95, 1.59], [0.90, 0.84, 2.17], [0.10, 0.00, 2.05], [-1.07, 0.46, 1.66], [-0.94, 1.82, 1.36], [-2.12, 2.59, 0.60], [-1.93, 2.55, -0.91], [-1.54, 1.47, -1.38], [-1.81, 1.49, -2.88], [-1.81, 2.65, -3.60], [-2.22, 3.73, -2.74], [-2.10, 3.83, -1.29], [-2.35, 4.68, -0.83], [-2.32, 4.86, -3.48], [-2.02, 2.61, -4.58], [-1.48, 0.50, -3.44], [-1.77, 0.40, -0.93], [-3.07, 2.27, 1.05], [-2.00, 3.57, 1.19], [-2.57, -0.30, 1.50], [-2.16, -1.75, 2.69], [-1.49, -2.92, 1.91], [-2.32, -3.85, 1.38], [-0.43, -2.71, 1.38], [0.35, -3.35, 0.48], [-0.19, -4.40, -0.45], [0.75, -5.17, -1.26], [1.93, -4.82, -1.39], [2.62, -3.83, -0.59], [1.78, -3.11, 0.25], [2.30, -1.69, 0.94], [3.69, -3.49, -0.90], [2.34, -5.48, -1.91], [-0.15, -6.52, -2.14], [-1.45, -6.15, -2.82], [0.82, -7.07, -2.76], [-0.81, -7.83, -0.73], [-1.28, -7.28, -0.11], [0.38, -8.03, -0.16], [-1.02, -8.62, -1.39], [-1.16, -4.51, -0.18], [0.11, -1.69, 1.78], [-1.35, -1.41, 3.59], [-3.03, -2.15, 3.04], [0.73, 3.40, -0.33], [1.02, 4.93, -0.78], [0.65, 5.02, -1.80], [2.11, 5.40, -0.79], [0.43, 5.61, 0.06], [1.46, 2.69, -0.99], [1.16, 1.61, -0.69], [1.18, 2.62, -2.13], [2.55, 2.72, -1.19], [0.40, 4.15, 1.60], [1.85, 4.45, 3.70], [2.22, 2.64, 3.61], [3.55, 3.51, 3.52]],
  "nbo_charge": [-0.549, -0.519, 0.232, 0.233, 0.012, 0.331, -0.278, -0.306, 0.089, -0.362, -0.190, -0.068, -0.249, -0.113, -0.290, -0.103, -0.235, 0.230, 0.187, 0.221, 0.214, 0.254, 0.242, 0.227, 0.295, -0.534, 0.623, -0.709, -0.634, 0.142, -0.164, -0.291, -0.203, -0.229, -0.077, 0.072, 0.249, 0.218, 2.167, -0.926, -0.981, -0.707, 0.202, 0.187, 0.236, 0.263, 0.450, 0.248, 0.241, -0.433, -0.462, 0.214, 0.200, 0.200, -0.422, 0.194, 0.190, 0.168, 0.185, 0.191, 0.212, 0.216],
  "e_lumo_ha": 0.00473,
  "max_force_ev_per_a": 19.83
}

***

# 4
{
  "formula": "C5H7IN2O",
  "method": "ωB97M-V with the def2-TZVPD basis set",
  "species": ["C", "C", "C", "C", "C", "N", "N", "O", "I", "H", "H", "H", "H", "H", "H", "H"],
  "xyz": [[-1.40, 2.32, -0.30], [0.95, 0.16, -0.50], [-1.98, 1.17, -0.73], [1.88, -1.77, 1.12], [2.15, -0.63, 0.12], [-1.36, -0.04, -0.84], [-3.21, 1.25, -1.21], [-0.23, -0.36, -0.28], [-0.43, 2.66, 1.57], [0.93, -1.61, 1.62], [2.66, -2.04, 1.85], [1.87, -2.70, 0.66], [2.60, -1.03, -0.76], [2.99, 0.07, 0.33], [-3.82, 2.01, -0.91], [-3.61, 0.53, -1.75]],
  "nbo_charge": [-0.110, 0.277, 0.106, -0.636, -0.560, -0.130, -0.775, -0.323, 0.201, 0.216, 0.219, 0.212, 0.248, 0.244, 0.405, 0.407],
  "relative_energy_kcal_mol": 198.9,
  "e_lumo_ha": [-0.05523, -0.04600],
  "max_force_ev_per_a": 4.40
}

***

# 5
{
  "formula": "CH5ClO2SSi",
  "method": "ωB97M-V with the def2-TZVPD basis set",
  "species": ["C", "O", "O", "Si", "S", "Cl", "H", "H", "H", "H", "H"],
  "xyz": [[2.06, -1.77, 0.69], [-0.50, 0.57, -0.77], [-1.33, 2.89, -0.90], [-0.81, 0.15, 0.81], [-0.78, 1.86, -1.68], [-2.24, 0.91, -3.01], [2.39, -1.66, 1.75], [1.96, -2.72, 0.44], [2.20, -1.05, -0.03], [-0.70, 1.22, 1.82], [-2.23, -0.41, 0.89]],
  "nbo_charge": [-0.490, -1.086, -0.873, 1.062, 1.632, -0.347, 0.173, 0.152, 0.165, -0.197, -0.192],
  "relative_energy_kcal_mol": 108.3,
  "e_lumo_ha": [-0.04372, -0.00891],
  "max_force_ev_per_a": 4.53
}